Entry 1:
A structure of composition C23H43CaCl2IN3O4Si. Source: the Open Molecules 2025 dataset; level of theory: ωB97M-V with the def2-TZVPD basis set.

Computed properties:
Kohn-Sham gap (eV): 6.856
Net charge: -1

```
78
C23H43CaCl2IN3O4Si, DFT ωB97M-V with the def2-TZVPD basis set
C 3.25336 -2.01453 -2.89082
C 2.57590 -1.44629 -4.09856
H 3.40922 -3.09586 -2.99752
H 2.65674 -1.83595 -1.98208
H 4.24153 -1.54319 -2.74551
C 2.53931 -2.04911 -5.29864
C 3.28220 -3.30268 -5.62411
H 1.93775 -1.62669 -6.10141
H 3.23025 -4.05016 -4.82887
H 4.33968 -3.09866 -5.82489
H 2.86332 -3.74221 -6.53334
Ca 0.08886 -0.16114 3.68854
Cl 1.83788 -0.89146 1.79042
C -0.48215 2.51532 2.02071
O -1.04855 1.45273 2.35818
N -1.00407 3.43276 1.20117
C -2.37683 3.32319 0.73227
C -0.14736 4.43519 0.56977
H 0.53174 2.76055 2.38989
H -2.95461 2.72550 1.43966
H -2.42022 2.87248 -0.26822
H -2.79705 4.33007 0.65311
H 0.81560 4.41178 1.09443
H -0.60628 5.42826 0.65052
H -0.00052 4.21429 -0.49738
H -3.70920 2.13169 7.43573
H -1.86087 2.20744 9.38345
C -3.45050 1.06429 7.40929
C -1.67820 1.15227 9.13548
N -2.04832 0.86878 7.75583
H -3.63918 0.66139 6.41575
C -1.13402 0.56220 6.82632
O -1.38990 0.36840 5.62258
H -0.61524 0.92548 9.25708
H -0.09292 0.50479 7.20798
H -4.07138 0.55450 8.15421
H -2.27301 0.53225 9.81943
H 0.87993 -4.81288 3.01620
H 0.05531 -3.09516 1.07171
C -0.15984 -4.87477 3.36534
C -0.86645 -3.62901 1.35051
N -0.94206 -3.79363 2.78851
H -0.17131 -4.75192 4.44861
C -1.41226 -2.80481 3.56353
O -1.73775 -1.66572 3.15334
H -1.72883 -3.05898 0.99146
H -1.40191 -3.04478 4.63761
H -0.58370 -5.84413 3.06826
H -0.85465 -4.62691 0.90190
O 0.68653 -0.50426 -3.06889
C 1.83358 -0.14237 -3.83607
C 0.41452 0.41936 -5.91136
C 1.52258 0.66669 -5.09397
H -0.33156 -0.31643 -5.60044
C 0.27812 1.09388 -7.12987
H 2.48865 0.46204 -3.18778
C 2.47241 1.61804 -5.50134
H -0.59588 0.91736 -7.75143
C 1.26013 1.99499 -7.55593
C 2.36278 2.25353 -6.73417
H 3.31911 1.81042 -4.83129
H 1.18160 2.48802 -8.51164
H 3.13683 2.95700 -7.04662
Si -0.48732 0.24159 -2.14241
Cl 1.18047 -2.38845 4.95934
C -2.12239 -0.40004 -2.75159
C -0.40164 2.08553 -2.40807
C -0.18262 -0.33573 -0.41899
H -2.22161 -0.27664 -3.83698
H -2.95127 0.13591 -2.27040
H -2.22975 -1.46695 -2.51773
H -0.04797 -1.42440 -0.39606
H -0.97115 -0.06367 0.29294
H 0.75512 0.11217 -0.06719
H -0.46468 2.32692 -3.47820
H 0.52950 2.52351 -2.02735
H -1.23666 2.60093 -1.91731
I 1.94315 2.03611 5.06335
```

Atomic charges from the Mulliken analysis, expressed in e, are listed below: -1.335, 0.241, 0.370, 0.240, 0.257, 0.125, -1.410, 0.285, 0.367, 0.264, 0.369, 0.828, -0.684, 0.443, -0.509, 0.212, -0.853, -0.793, 0.003, 0.250, 0.163, 0.400, 0.299, 0.329, 0.242, 0.299, 0.307, -0.926, -0.833, 0.157, 0.245, 0.295, -0.608, 0.263, 0.234, 0.308, 0.295, 0.307, 0.277, -0.980, -0.937, 0.253, 0.373, -0.075, -0.683, 0.297, 0.501, 0.311, 0.339, -0.159, 0.094, -0.008, 0.285, 0.491, -0.796, 0.392, -0.443, 0.390, -0.403, -0.626, 0.366, 0.388, 0.372, -0.100, -0.637, -1.051, -0.851, -0.422, 0.288, 0.322, 0.305, -0.210, 0.372, 0.185, 0.334, 0.287, 0.339, -0.622



Entry 2:
The molecule C4H5NO. Source: the Open Molecules 2025 dataset; level of theory: ωB97M-V with the def2-TZVPD basis set.

Computed properties:
Structure (SMILES): C=C1NC=CO1
Kohn-Sham gap (eV): 8.683
Net charge: 0

```
11
C4H5NO, DFT ωB97M-V with the def2-TZVPD basis set
C -1.13991 0.57883 1.46189
C -0.21552 0.39461 0.36775
N 0.04550 -0.88671 0.19878
C 0.80527 -1.03627 -0.95480
C 1.05693 0.21817 -1.38233
O 0.42226 1.12232 -0.56023
H -2.17266 0.57960 1.10061
H -0.95402 1.43015 2.11823
H -0.64834 -1.04232 1.17105
H 1.14617 -1.98552 -1.33847
H 1.65431 0.62714 -2.18248
```

Atomic charges from the Mulliken analysis, expressed in e, are listed below: -1.270, 0.472, -0.182, -0.383, -0.082, -0.350, 0.230, 0.221, 0.555, 0.391, 0.397



Entry 3:
A structure of composition C24H43Cl2IrN4O4SSi. Source: the Open Molecules 2025 dataset; level of theory: ωB97M-V with the def2-TZVPD basis set.

Computed properties:
Kohn-Sham gap (spin up / spin down) (eV): 5.156 / 6.997
2S+1: 5
Net charge: 0

```
80
C24H43Cl2IrN4O4SSi, DFT ωB97M-V with the def2-TZVPD basis set
C 2.70823 -2.58306 -0.79101
C 2.63958 -1.57654 -1.88447
H 1.94711 -3.38881 -0.89898
H 2.52669 -2.09356 0.18101
H 3.72592 -3.04167 -0.75314
C 3.03277 -1.91801 -3.14012
C 3.44905 -3.28606 -3.53000
H 3.23407 -1.14759 -3.89215
H 2.69982 -4.04400 -3.29509
H 4.37545 -3.63079 -3.04275
H 3.59425 -3.30554 -4.62126
Ir 0.99654 0.20947 1.25823
Cl 2.61955 1.90661 0.76798
C -0.28264 2.87130 1.04513
O -0.43401 1.65023 0.70484
N -1.37252 3.59966 1.10693
C -2.64415 2.98771 0.84432
C -1.30371 4.99739 1.46878
H 0.72326 3.31508 1.23242
H -2.77944 2.15975 1.53973
H -2.65612 2.62739 -0.17886
H -3.42949 3.73738 0.95958
H -0.81209 5.10191 2.45493
H -2.30775 5.42918 1.44333
H -0.67435 5.55589 0.75854
H -1.89384 0.28295 4.55026
H -0.48673 2.56829 6.61365
C -1.12097 0.00969 5.26035
C 0.23118 1.74094 6.44654
N -0.03877 0.99416 5.22208
H -0.72759 -0.96136 5.01812
C 0.63443 1.23803 4.11784
O 0.21278 0.71749 3.02792
H 1.23184 2.16565 6.29431
H 1.51558 1.91559 4.13290
H -1.50263 -0.01196 6.27713
H 0.17555 1.06307 7.31058
H -1.16830 -4.54704 3.74272
H -0.52541 -3.73746 0.14921
C -2.03887 -4.41139 3.08252
C -1.42052 -4.17130 0.63289
N -1.69986 -3.55042 1.93888
H -2.80647 -3.86994 3.65814
C -1.69649 -2.20635 2.09600
O -1.24328 -1.38745 1.27052
H -2.26718 -4.06526 -0.07469
H -2.15082 -1.89018 3.06039
H -2.39245 -5.36752 2.68695
H -1.27893 -5.23852 0.84380
O 1.24041 -0.09672 -0.68950
C 2.30442 -0.12473 -1.63775
C 1.17638 0.17085 -4.06256
C 1.75551 0.63533 -2.89933
H 1.01476 -0.87369 -4.22789
C 1.06506 0.99120 -5.19624
H 3.23131 0.38632 -1.24199
C 2.00131 1.99804 -2.76086
H 0.74951 0.57760 -6.14462
C 1.49895 2.30726 -5.14094
C 1.95641 2.82753 -3.89560
H 2.41522 2.34981 -1.81936
H 1.41489 3.00405 -5.99781
H 2.31830 3.86266 -3.83648
Si -1.91446 -0.57507 -2.67269
Cl -0.75648 -2.18815 -2.81230
C -2.44442 -0.02146 -4.33857
C -1.30864 1.28257 -2.26552
C -2.82674 -0.83726 -1.06018
H -2.53674 1.06302 -4.37583
H -3.42114 -0.54856 -4.20062
H -1.76282 -0.38533 -5.13440
H -2.90592 -1.89806 -0.72315
H -3.82895 -0.40214 -1.31029
H -2.42731 -0.28212 -0.15165
H -1.00720 1.92916 -3.10119
H -0.64808 1.60028 -1.44059
H -2.29689 1.64214 -1.99452
S 1.96170 -1.55374 2.04035
C 3.05875 -0.47690 2.69014
N 3.80463 0.22308 3.30502
```

Atomic charges from the Mulliken analysis, expressed in e, are listed below: -0.160, 0.272, 0.135, -1.039, 0.452, -0.217, -1.533, 0.563, 0.275, 0.303, 0.381, 2.635, -0.559, -0.294, -0.964, 0.256, -0.367, -0.862, 0.469, 0.149, 0.053, 0.350, 0.304, 0.279, 0.328, 0.264, 0.315, -0.904, -0.972, 0.225, 0.280, 0.267, -0.919, 0.339, 0.379, 0.422, 0.342, 0.276, 0.131, -1.010, -0.729, 0.237, 0.344, -0.180, -0.601, 0.269, 0.117, 0.405, 0.437, -0.521, -0.141, 0.254, 0.125, 0.770, -1.117, 0.706, -0.456, 0.462, -0.603, -0.697, 0.325, 0.326, 0.386, 0.671, -0.290, -1.054, -0.790, -0.643, 0.332, 0.344, 0.242, 0.038, 0.409, 0.006, 0.360, -0.211, 0.517, -0.635, 0.578, -0.637



Entry 4:
The molecule H5N2OPS. Source: the Open Molecules 2025 dataset; level of theory: ωB97M-V with the def2-TZVPD basis set.

Computed properties:
Kohn-Sham gap (spin up / spin down) (eV): 4.196 / 7.185
2S+1: 3
Net charge: 0

```
10
H5N2OPS, DFT ωB97M-V with the def2-TZVPD basis set
N -0.62864 -0.59628 1.24823
N 1.54692 0.34274 -0.08555
O -0.98577 0.99426 -0.70062
P -0.06287 -0.25912 -0.24387
S -0.20424 -1.83960 -1.47888
H -1.39481 0.03563 1.62299
H -0.92030 -1.56724 1.05593
H 1.93666 1.01307 -0.71920
H 1.67476 0.55842 0.93675
H -0.96173 1.31813 -1.63577
```

Atomic charges from the Mulliken analysis, expressed in e, are listed below: -0.728, -0.769, -0.367, 0.186, -0.173, 0.365, 0.386, 0.411, 0.326, 0.363



Entry 5:
A cluster of 2 separate species, C6H16N2 in total. Source: the Open Molecules 2025 dataset; level of theory: ωB97M-V with the def2-TZVPD basis set.

Computed properties:
Kohn-Sham gap (eV): 6.349
Net charge: 0

```
24
C6H16N2, DFT ωB97M-V with the def2-TZVPD basis set
C -3.18671 0.72016 0.51892
C -1.74004 0.75333 -0.02134
N -1.09413 -0.46727 0.28460
C 0.69492 -1.97668 -0.15541
C 0.17077 -0.55668 -0.08540
C 1.12315 0.49452 0.86211
N 2.37185 0.03823 0.86893
C 3.34140 0.99024 0.39614
H -3.65037 -0.25420 0.40681
H -3.79759 1.55445 0.18654
H -3.07979 0.93353 1.58677
H -1.30992 1.63321 0.47159
H -1.70003 0.97995 -1.09300
H -1.76871 -1.90867 -3.11528
H 0.12612 -2.52635 -0.89823
H 1.74902 -1.94707 -0.44379
H 0.66046 -2.57042 0.75417
H 0.31491 -0.15645 -1.09515
H -1.78601 -1.41250 -2.54502
H 0.73183 0.44355 1.88006
H 1.00232 1.50712 0.43857
H 3.21568 1.96515 0.86394
H 4.34332 0.63019 0.62155
H 3.26755 1.13265 -0.68809
```

Atomic charges from the Mulliken analysis, expressed in e, are listed below: -1.307, -0.222, -0.545, -1.458, 0.640, -0.580, -0.393, -0.840, 0.352, 0.375, 0.279, 0.280, 0.395, 0.260, 0.319, 0.391, 0.323, 0.268, -0.264, 0.302, 0.480, 0.326, 0.301, 0.320



Entry 6:
A cluster of 13 separate species, C40H53N13 in total. Source: the Open Molecules 2025 dataset; level of theory: ωB97M-V with the def2-TZVPD basis set.

Computed properties:
Kohn-Sham gap (eV): 7.723
Net charge: 0

```
106
C40H53N13, DFT ωB97M-V with the def2-TZVPD basis set
C 3.41861 1.82789 1.27281
C 4.05040 0.62253 1.80086
N 4.59459 -0.23662 2.25130
H 2.74220 1.65676 0.43538
H 4.14618 2.50481 0.82501
H 2.87828 2.36731 2.05073
C -5.10612 2.56434 2.39280
C -4.50092 1.22516 2.14194
N -4.01961 0.22115 1.88004
H -5.26018 2.53942 3.47157
H -6.13008 2.65801 2.03108
H -4.48410 3.37751 2.01867
C 0.57522 -4.43648 1.00896
C 0.95471 -4.25494 2.35587
N 1.27208 -4.14265 3.44281
H -0.08979 -5.30010 1.01180
H 1.47727 -4.77548 0.49956
H 0.10439 -3.55870 0.56633
C 6.26336 1.74111 -2.14457
C 5.02642 0.92902 -2.04896
N 3.99888 0.31469 -2.04960
H 6.53269 2.05745 -3.15228
H 7.06357 1.23041 -1.60888
H 6.21140 2.75655 -1.75177
C -1.73925 -1.74742 3.96023
C -2.11397 -2.91107 3.09408
N -2.43131 -3.79846 2.35227
H -1.36315 -2.12987 4.90911
H -2.55534 -1.03995 4.10717
H -0.94653 -1.12599 3.54364
C 5.32162 -3.64662 0.52104
C 6.03874 -3.65398 -0.78130
N 6.67558 -3.59600 -1.74651
H 5.99941 -3.95077 1.31866
H 4.33628 -4.11246 0.53544
H 5.06173 -2.62879 0.81184
N 0.97749 -0.73392 -1.39293
C 1.49232 -0.97851 -0.10979
C 0.40447 -0.72207 0.81918
C -0.74256 -0.27119 0.16378
C -0.32283 -0.18570 -1.16412
H 1.42839 -0.83236 -2.29132
H 2.49957 -1.36479 -0.05859
H 0.51087 -0.83570 1.88790
H -1.68690 0.02103 0.59879
H -0.88820 0.19851 -2.00026
N -0.42407 4.78910 3.87826
C -0.28149 4.09662 2.73101
C -0.95120 2.90639 2.84384
C -1.59398 2.88563 4.14310
C -1.16186 4.04771 4.75564
H 0.05935 5.65328 4.07723
H 0.23596 4.50818 1.87704
H -1.00592 2.10886 2.11765
H -2.12915 1.99462 4.43654
H -1.28700 4.34972 5.78498
N 3.79280 -1.42299 5.36223
C 2.46067 -1.52064 5.11035
C 1.91948 -2.36856 6.06160
C 2.91888 -2.75197 6.95528
C 4.05820 -2.14510 6.46845
H 4.46481 -0.98437 4.74894
H 2.01297 -1.10112 4.22154
H 0.87523 -2.63017 6.14822
H 2.90113 -3.42906 7.79650
H 5.08581 -2.28784 6.76855
N 0.36047 -3.78670 -6.23407
C 0.31154 -2.45432 -6.09334
C -0.09617 -2.05165 -4.83120
C -0.16669 -3.39180 -4.19935
C 0.23545 -4.35917 -5.00718
H 0.46956 -4.37099 -7.05065
H 0.66726 -1.81978 -6.89158
H -0.33392 -1.07356 -4.43975
H -0.53145 -3.38080 -3.18287
H 0.27488 -5.42379 -4.82990
N -4.12850 4.90003 -1.59059
C -4.13679 3.64106 -1.13246
C -2.82349 3.28057 -0.86006
C -1.99657 4.38429 -1.19873
C -2.89177 5.48486 -1.55490
H -4.98465 5.36839 -1.85087
H -5.04717 3.08815 -1.31108
H -2.60010 2.24473 -0.65143
H -0.92412 4.30077 -1.10242
H -2.62469 6.48912 -1.84906
N -1.39957 2.09445 -3.86377
C -2.21808 2.42300 -4.85650
C -1.42886 2.36408 -6.01254
C -0.19047 1.76825 -5.71768
C -0.21514 1.60681 -4.34898
H -1.52143 2.29869 -2.88217
H -3.22714 2.73625 -4.63271
H -1.84663 2.68796 -6.95432
H 0.68424 1.65979 -6.34178
H 0.51928 1.29023 -3.62317
N -4.21811 -1.21545 -0.82437
C -3.61554 -2.33726 -1.35159
C -3.33428 -1.96212 -2.70521
C -3.79180 -0.65381 -2.94875
C -4.21436 -0.18589 -1.74787
H -4.38500 -1.14013 0.16889
H -3.31912 -3.20324 -0.77836
H -2.70087 -2.48365 -3.40748
H -3.51520 -0.10362 -3.83599
H -4.72150 0.74490 -1.54092
```

Here are the Mulliken charges for atoms 1 to 99, given in e: -0.616, 0.392, -0.425, 0.081, 0.315, 0.268, -0.941, 0.353, -0.416, 0.357, 0.387, 0.220, -0.692, 0.409, -0.404, 0.352, 0.344, -0.031, -0.959, 0.472, -0.410, 0.324, 0.277, 0.293, -0.330, 0.454, -0.580, 0.323, 0.262, -0.050, -0.268, 0.359, -0.416, 0.294, 0.091, -0.050, 0.709, -1.556, -0.006, 0.435, -1.536, 0.314, 0.767, -0.043, 0.494, 0.355, 0.058, -1.119, 0.254, -0.691, -0.653, 0.200, 0.420, 0.764, 0.403, 0.396, 0.126, -0.505, 0.144, -1.015, -0.346, 0.231, 0.247, 0.339, 0.378, 0.377, 0.024, -0.705, -0.088, -0.316, -1.022, 0.216, 0.425, 0.485, 0.549, 0.395, 0.015, -0.848, 0.357, -0.552, -0.907, 0.217, 0.422, 0.453, 0.505, 0.404, 0.480, -0.406, -0.741, -0.879, -0.591, 0.045, 0.485, 0.408, 0.502, 0.700, 0.086, -0.917, -0.087